DFT (ωB97M-V/def2-TZVPD) results for CH4N6O in the gas phase.

Cartesian coordinates (Å):
N  2.3045  -0.1614  -0.0611
N  1.2909  -1.1533  0.0799
C  0.1262  -0.6036  0.0585
O  -1.0110  -1.3100  -0.0225
N  -2.0975  -0.4265  -0.0684
N  -1.6699  0.7275  0.0138
N  -0.3216  0.7153  0.0984
N  0.4532  1.8643  -0.1432
H  2.9222  -0.2364  0.7361
H  2.8258  -0.6205  -0.7882
H  0.4446  2.4661  0.7028
H  1.4198  1.5309  -0.2574

Calculated values
SMILES: N/N=c1/onnn1N
gap between HOMO and LUMO: 9.83 eV
electronic energy: -12085.3998 eV
net charge: 0
ΔE to the lowest compared entry with this formula, charge and spin: 35.59 kcal per mole
LUMO level: 0.0306 Ha

=====

DFT (ωB97M-V/def2-TZVPD) results for C6H6N2OS in the gas phase.

Cartesian coordinates (Å):
C  -2.0660  -1.8223  0.3241
C  1.6182  1.0601  0.5872
C  1.2899  -0.3036  0.2368
C  0.5727  1.8804  0.7137
C  -0.0086  -0.5555  0.0964
C  -0.7517  -1.7843  -0.2731
N  -3.1029  -1.8601  0.8014
N  -1.7706  1.6093  -0.6743
O  -3.0940  1.9727  -0.3519
S  -1.0024  1.0678  0.6098
H  2.6422  1.3719  0.7034
H  2.0734  -1.0280  0.0751
H  0.5772  2.9243  0.9644
H  -0.8850  -1.8299  -1.3626
H  -0.2036  -2.6803  0.0350
H  -3.6820  1.2303  -0.5627

Calculated values
gap between HOMO and LUMO: 8.16 eV
electronic energy: -22176.9441 eV
net charge: 0
ΔE to the lowest compared entry with this formula, charge and spin: 105.28 kcal per mole
LUMO level: -0.0112 Ha

=====

DFT (ωB97M-V/def2-TZVPD) results for C6H9N in the gas phase.

Cartesian coordinates (Å):
C  -2.7458  0.0542  2.3037
C  -1.8031  -0.0046  1.1934
C  -1.0733  -0.1163  0.2443
C  -0.1625  -0.1983  -0.8851
C  1.0203  0.7282  -0.6369
N  1.9406  1.0143  -1.4498
C  2.6622  -0.2738  -1.4879
H  -2.2887  -0.3141  3.2266
H  -3.6140  -0.5725  2.0784
H  -3.0964  1.0761  2.4748
H  -0.6327  0.2422  -1.7781
H  0.0494  -1.2404  -1.1416
H  1.0700  1.1988  0.3413
H  2.1398  -1.2271  -1.6527
H  3.2332  -0.3568  -0.5403
H  3.3011  -0.0100  -2.2901

Calculated values
SMILES: CC#CC/C=N\C
gap between HOMO and LUMO (spin up / spin down): 8.52 / 8.52 eV
electronic energy: -7853.1448 eV
net charge: 0
ΔE to the lowest compared entry with this formula, charge and spin: 115.64 kcal per mole
LUMO level (spin up / spin down): 0.0157 / 0.0158 Ha